1.
Density functional theory data (ωB97M-V with the def2-TZVPD basis set) for an isolated molecule of C22H18F3N3O4S at a distorted geometry.

```
51
Properties=species:S:1:pos:R:3:forces:R:3
C -8.281760 -0.046348 -0.088828 -0.2 -0.1 0.0
O -7.163722 0.801094 0.003033 0.3 0.1 0.0
C -5.926976 0.241580 -0.092502 -0.1 0.0 0.0
C -5.682082 -1.102660 -0.277193 -0.1 0.2 0.0
C -4.356616 -1.523881 -0.353932 0.7 0.8 0.1
N -3.849908 -2.788564 -0.531528 -0.1 -0.6 -0.1
C -2.568028 -2.653198 -0.539446 -0.1 -0.1 0.0
N -2.142743 -1.348902 -0.372399 -0.5 -0.2 0.0
C -0.831459 -0.939405 -0.339088 1.1 0.4 0.0
C 0.251796 -1.629370 -0.796374 -0.2 0.0 0.1
C 1.486150 -0.959180 -0.576723 -0.1 0.5 0.1
O 2.589451 -1.546966 -1.080452 -0.3 -0.3 0.2
C 3.773077 -0.799175 -1.263005 0.4 0.2 -0.3
C 4.755737 -0.926503 -0.125137 0.2 -0.2 0.0
C 4.628653 -1.960546 0.790110 0.0 0.1 -0.2
C 5.531338 -2.105887 1.826853 0.0 0.0 0.0
C 6.586535 -1.221067 1.958497 0.0 0.0 0.1
C 6.738381 -0.192626 1.047089 -0.1 0.1 -0.2
C 5.832281 -0.047371 0.005943 0.0 -0.1 0.0
C 6.015567 1.075195 -0.972524 0.1 0.3 -0.3
F 5.026749 1.991932 -0.943236 -0.2 0.0 0.2
F 7.150008 1.761970 -0.785983 0.2 0.0 0.2
F 6.058997 0.641839 -2.253612 -0.1 -0.3 -0.1
C 1.335693 0.254148 0.054260 -0.3 -0.4 -0.1
C 2.319463 1.201059 0.616893 0.0 -0.1 0.1
N 1.965605 2.504273 0.518428 0.0 0.5 0.0
O 3.338492 0.845598 1.174483 -0.1 0.1 0.1
S -0.354606 0.575267 0.362381 0.1 -0.5 0.0
C -3.301629 -0.601504 -0.244521 -0.8 -0.3 -0.1
C -3.535956 0.755417 -0.064631 0.0 0.3 0.1
C -4.851334 1.172408 0.012627 0.0 0.0 0.0
O -5.238680 2.463364 0.189734 -0.2 -0.3 0.0
C -4.244942 3.448922 0.314207 0.1 0.1 0.0
H -8.322156 -0.555897 -1.057176 0.0 0.0 0.0
H -8.288688 -0.791957 0.712988 0.0 0.0 0.0
H -9.150042 0.602417 0.014004 0.0 -0.1 0.0
H -6.470537 -1.829482 -0.364042 -0.2 -0.1 0.0
H -1.876119 -3.464126 -0.645951 0.3 -0.1 0.0
H 0.210915 -2.579220 -1.294572 0.0 -0.2 -0.1
H 3.525694 0.250026 -1.454325 0.0 -0.2 0.0
H 4.231606 -1.216182 -2.169794 -0.1 0.2 0.2
H 3.800968 -2.645375 0.687637 -0.1 0.0 0.0
H 5.408117 -2.911500 2.534939 0.0 -0.1 0.1
H 7.290595 -1.326106 2.769262 0.1 0.0 0.1
H 7.558030 0.502582 1.142917 0.0 0.0 0.0
H 1.157365 2.808065 0.006336 0.1 0.0 -0.1
H 2.599278 3.193290 0.886792 0.0 0.0 0.0
H -2.720381 1.453849 0.010628 -0.1 0.2 0.0
H -4.779429 4.386400 0.458350 0.1 0.0 0.0
H -3.598277 3.263637 1.178564 0.0 0.0 0.0
H -3.630477 3.518657 -0.589973 0.0 0.0 0.0
```
Positions in Å, forces in eV/Å.

Structure (SMILES): COc1cc2ncn(-c3cc(OCc4ccccc4C(F)(F)F)c(C(N)=O)s3)c2cc1OC
Energy relative to the best compared isomer or geometry (same formula, charge and spin), kcal per mole: 6.33
Lowest unoccupied orbital energy, eV: 0.29
E_HOMO, eV: -7.91
Net charge: 0

---

2.
Density functional theory data (ωB97M-V with the def2-TZVPD basis set) for C22H18F9MgO2 as an isolated structure at a distorted geometry.

```
52
Properties=species:S:1:pos:R:3:forces:R:3
C 2.249214 1.437206 2.327133 -0.8 0.3 0.2
C 1.827334 2.170709 1.201116 -0.1 0.5 1.1
C 0.425029 2.039470 1.078595 0.8 -0.6 0.1
H 2.460185 2.820253 0.613405 -0.1 -0.1 -0.1
C 0.025135 1.067817 2.061739 -0.1 0.9 0.1
C 1.122704 0.782101 2.880643 0.4 0.1 -0.6
H 1.110261 0.131859 3.751104 0.0 0.0 -0.3
H 3.253255 1.349949 2.723593 0.0 0.1 -0.2
H -0.185594 2.638804 0.423385 -0.2 0.1 0.0
H -0.969527 0.745854 2.255302 -0.9 -0.2 0.2
C -1.526094 -1.092883 -1.694282 0.7 -0.4 -0.3
C -0.515245 -2.031043 -2.043760 -1.1 -0.6 0.0
C -0.487693 -3.015243 -1.056389 0.0 0.5 0.5
H 0.080869 -2.034509 -2.941787 -0.1 0.1 0.0
C -1.340280 -2.634498 0.027840 -0.2 0.0 -1.5
C -1.993538 -1.466245 -0.392795 0.2 -0.4 0.2
H -2.755521 -0.956452 0.136383 -0.7 0.4 0.5
H -1.957950 -0.374447 -2.380686 -0.1 0.1 0.2
H 0.133882 -3.888573 -1.064058 0.3 -0.2 0.0
H -1.566891 -3.241526 0.892736 0.1 0.2 0.2
Mg -0.473070 0.446422 -0.362947 3.0 -1.7 0.5
O -2.041570 1.423356 -0.466842 -3.1 1.8 0.0
C -2.753415 2.618981 -0.564211 -0.2 0.0 1.6
C -3.457116 2.528538 0.769150 2.7 -1.4 0.0
H -2.071955 3.478238 -0.465530 -0.4 0.1 -1.0
H -3.624106 2.672604 -1.242153 1.1 0.1 -0.9
H -2.839325 2.690347 1.653521 -0.1 0.4 0.0
H -4.749232 2.478857 3.045031 -0.5 -0.2 -0.4
C -5.329101 2.032785 2.216639 -0.5 0.8 0.1
C -4.666045 1.889262 0.963097 -2.3 -1.3 0.7
C -5.382364 1.166262 -0.031876 0.5 1.4 0.0
H -4.862218 0.924287 -0.933867 0.2 -0.2 -0.5
C -6.724112 0.915991 0.093712 -0.2 -1.1 0.0
H -7.225257 0.419725 -0.726753 -0.1 0.0 0.0
C -7.415896 1.159870 1.275813 1.0 1.5 0.5
H -8.482820 0.992430 1.325508 0.0 -0.1 0.2
C -6.713511 1.790242 2.335648 0.4 -0.9 -0.1
H -7.237936 1.991853 3.276696 0.4 0.0 -0.4
F 2.858573 -1.004724 1.535521 0.7 -0.4 -0.8
C 3.186019 -1.572026 0.359896 -0.5 0.4 1.2
F 4.550566 -1.777101 0.353432 -1.2 -0.2 0.5
F 2.511388 -2.742105 0.365079 1.0 0.0 0.0
C 2.749940 -0.729873 -0.870409 -0.6 1.5 0.1
O 1.474065 -0.263838 -0.800102 1.3 -0.9 -0.3
C 3.767685 0.517694 -0.987754 -0.4 -0.2 0.6
F 4.939590 0.251450 -1.638318 -0.6 0.3 0.2
F 3.164666 1.541242 -1.617276 0.5 -0.4 0.0
F 4.104926 0.954832 0.247803 0.3 -0.2 -0.8
C 3.073513 -1.674509 -2.074426 -1.1 -0.3 0.3
F 4.310402 -2.234486 -2.005288 -0.7 0.2 -0.8
F 2.182588 -2.686205 -2.097066 0.7 0.1 -0.4
F 2.925032 -1.014935 -3.229205 0.5 0.0 -0.3
```
Positions in Å, forces in eV/Å.

Energy relative to the best compared isomer or geometry (same formula, charge and spin), kcal per mole: 27.96
Lowest unoccupied orbital energy (spin up / spin down), eV: -0.59 / -0.57
E_HOMO (spin up / spin down), eV: -3.56 / -3.57
Net charge: -1

---

3.
Density functional theory data (ωB97M-V with the def2-TZVPD basis set) for C22H18N4NiO3Se as an isolated structure at a distorted geometry.

```
49
Properties=species:S:1:pos:R:3:forces:R:3
Ni 0.997326 -0.676159 -0.375211 -0.6 -0.3 1.0
O 3.685364 2.200927 1.685064 -0.1 0.0 0.1
C 2.937733 2.255812 2.826410 0.1 0.0 -0.1
C 3.328622 3.121003 3.848704 0.0 0.0 0.0
C 2.612608 3.206372 5.026362 0.0 0.0 0.0
C 1.482382 2.419061 5.202306 0.0 0.0 0.0
C 1.096626 1.563677 4.189288 0.0 0.0 0.0
C 1.800966 1.457148 2.986674 -0.1 -0.1 0.1
C 1.295076 0.504927 1.957246 0.1 0.1 0.1
O 1.886327 0.469583 0.810230 -0.2 0.0 -0.5
N 0.275760 -0.248554 2.276074 0.0 -0.2 -0.3
N -0.024733 -1.044868 1.173395 0.3 0.0 0.2
C -1.016952 -1.848891 1.235137 0.1 -0.1 -0.1
C -1.362489 -2.758618 0.167277 -0.1 0.0 0.1
C -2.491895 -3.572842 0.352632 0.0 0.0 -0.1
C -2.872945 -4.507874 -0.580487 0.0 0.1 0.0
C -2.097088 -4.649816 -1.735774 0.0 0.0 0.0
C -0.982595 -3.872079 -1.945319 -0.1 0.0 0.0
C -0.584726 -2.894822 -1.010379 0.2 0.1 0.0
O 0.490466 -2.188533 -1.274713 -0.2 0.4 0.0
H 4.416917 2.817982 1.795689 0.0 0.0 0.0
H 4.214765 3.731101 3.704919 0.0 0.0 0.0
H 2.939961 3.885784 5.802889 0.0 0.0 0.0
H 0.909588 2.470852 6.118040 0.0 0.0 0.0
H 0.221446 0.939712 4.303851 0.0 0.0 0.0
H -1.611638 -1.849879 2.146498 0.0 0.0 0.0
H -3.065639 -3.450718 1.264705 0.0 0.0 0.0
H -3.749116 -5.120738 -0.421230 0.0 0.0 0.0
H -2.377048 -5.384444 -2.481467 0.0 0.0 0.0
H -0.381027 -3.981137 -2.838023 0.0 0.0 0.0
C 3.344780 0.211098 -2.307423 0.0 0.0 0.1
N 2.642474 1.171794 -3.129552 0.1 0.0 -0.1
C 1.358106 1.579176 -3.016668 -0.2 0.1 0.0
Se 0.037408 1.099979 -1.827442 0.5 -0.1 -0.3
N 1.151077 2.488606 -4.000444 0.0 0.0 -0.1
C 2.297370 2.670493 -4.758711 -0.1 0.0 0.0
C 2.584218 3.471742 -5.850240 0.0 0.0 0.0
C 3.871763 3.392662 -6.359685 0.0 0.0 0.0
C 4.830960 2.547567 -5.797121 0.0 0.0 0.0
C 4.538371 1.747293 -4.702608 0.0 0.0 0.0
C 3.250887 1.828119 -4.199537 0.0 0.0 0.1
H 2.659276 -0.175289 -1.557561 0.1 0.0 -0.1
H 4.169245 0.692028 -1.783570 0.0 0.0 0.0
H 3.701156 -0.614858 -2.920708 0.0 0.0 0.0
H 0.256876 2.927954 -4.133262 0.0 0.0 0.0
H 1.844007 4.128295 -6.286640 0.0 0.0 0.0
H 4.139722 4.000949 -7.212819 0.0 0.0 0.0
H 5.823479 2.517835 -6.225483 0.0 0.0 0.0
H 5.280262 1.093802 -4.264878 0.0 0.0 0.0
```
Positions in Å, forces in eV/Å.

Lowest unoccupied orbital energy (spin up / spin down), eV: 0.21 / 0.22
E_HOMO (spin up / spin down), eV: -7.23 / -7.26
Net charge: 0

---

4.
Density functional theory data (ωB97M-V with the def2-TZVPD basis set) for a 3-piece molecular cluster, C22H19BN2O9 overall at a distorted geometry.

```
53
Properties=species:S:1:pos:R:3:forces:R:3
C 6.763513 -0.108576 3.701300 0.8 -0.6 -0.3
C 7.114398 1.216436 2.854901 0.0 0.2 0.1
B 6.002573 2.423217 3.029682 0.4 0.3 -0.6
O 6.305177 3.818307 2.739545 -0.1 -2.6 1.5
C 4.511149 1.931541 3.512442 -3.4 -0.9 0.2
C 4.004887 2.502149 4.904073 -3.7 -3.4 -2.0
C 2.611581 2.002541 5.381138 2.7 0.1 -2.1
C 1.718173 0.995169 4.546137 0.8 0.4 0.1
N 0.463713 0.610425 5.135641 0.6 -2.3 -4.4
C -0.260141 -0.307243 4.320375 2.6 1.4 -0.5
C 0.256101 -0.796126 2.936419 1.1 0.7 0.3
N 1.493677 -0.453448 2.313494 -2.9 1.4 5.3
C 2.204226 0.447890 3.182166 2.1 1.2 0.0
C 3.633460 0.929957 2.686111 0.4 2.1 3.1
H 6.171776 -0.828105 3.029917 0.7 1.1 1.3
H 7.734001 -0.667702 4.001821 -1.5 0.9 -0.6
H 6.197902 0.083310 4.676791 0.7 -0.1 -1.5
H 8.180288 1.567797 3.093921 -1.4 -0.4 -0.4
H 7.105530 0.977642 1.720277 0.1 0.3 1.7
H 7.244653 4.013922 2.949044 -0.8 -0.3 -0.6
H 4.675082 3.205575 5.498689 -1.3 -1.1 -0.8
H 2.239476 2.389427 6.397039 0.4 -0.9 -1.8
H -1.270574 -0.681609 4.719969 1.8 0.7 -0.7
H -0.433178 -1.512438 2.349683 1.4 1.3 1.1
H 4.089688 0.551484 1.694707 -1.1 0.6 1.8
O -2.811965 -0.057301 -2.309107 -0.3 0.3 0.2
C -3.178482 0.028397 -1.149674 0.5 -0.5 -0.1
C -2.703073 -0.886144 -0.105821 0.0 0.1 -0.3
C -3.140542 -0.770447 1.149318 0.7 -1.0 0.4
O -2.705521 -1.611501 2.130838 -0.8 1.0 -0.4
C -4.123047 0.280944 1.535959 -0.5 0.7 0.1
O -4.514115 0.344657 2.689199 0.3 -0.3 -0.2
C -4.580368 1.210417 0.498137 0.0 -0.2 0.4
C -4.140641 1.097568 -0.757249 -0.7 1.1 -0.6
O -4.555022 1.955270 -1.731070 0.8 -1.1 0.5
H -1.991583 -1.646358 -0.399891 0.0 0.0 0.0
H -3.168063 -1.323655 2.943040 0.0 -0.1 -0.1
H -5.280035 1.980012 0.795859 0.0 0.0 0.0
H -4.098619 1.664900 -2.545410 -0.1 0.1 0.1
O -5.166828 -0.169666 -5.749596 0.0 -0.2 -0.4
C -4.346651 -0.964587 -6.178057 0.3 0.3 0.7
C -3.088071 -1.247743 -5.480889 -0.3 0.2 0.0
C -2.207819 -2.112237 -5.990405 0.9 0.1 1.0
O -1.035597 -2.386847 -5.352011 -0.9 -0.2 -1.0
C -2.466630 -2.814998 -7.279017 -0.2 -0.4 -0.7
O -1.632030 -3.584638 -7.724388 0.0 0.2 0.4
C -3.736171 -2.550076 -7.964493 0.3 -0.2 0.0
C -4.617744 -1.688241 -7.453146 -1.0 -0.1 -1.0
O -5.802256 -1.433958 -8.077420 0.9 0.2 1.0
H -2.911747 -0.729233 -4.547714 0.0 0.0 0.0
H -0.576897 -3.036919 -5.919951 0.0 0.1 0.1
H -3.919542 -3.079950 -8.889793 0.0 0.0 0.0
H -6.258048 -0.779218 -7.512547 0.0 -0.1 -0.1
```
Positions in Å, forces in eV/Å.

Structure (SMILES): CCB(O)c1ccc2nccnc2c1.O=C1C=C(O)C(=O)C=C1O.O=C1C=C(O)C(=O)C=C1O
Energy relative to the best compared isomer or geometry (same formula, charge and spin), kcal per mole: 145.73
Lowest unoccupied orbital energy, eV: -1.77
E_HOMO, eV: -8.55
Net charge: 0

---

| no. | molar mass (g/mol) |
| --- | --- |
| 1 | 477.46 |
| 2 | 509.67 |
| 3 | 524.06 |
| 4 | 466.21 |